# C9H14O

2 unconnected molecules or ions with the total composition C9H14O in a non-equilibrium geometry (ωB97M-V/def2-TZVPD, OMol25).

Properties
F_max in eV/Å: 3.0
<S²>: 0.760
2S+1: 2
Orbital gap (alpha / beta) in eV: 2.79 / 6.94
Electronic energy in a.u.: -426.48299
Charge: -1
Energy above the lowest of the compared OMol25 structures with the same formula, charge and spin in kcal/mol: 25.9
Lowest unoccupied orbital energy (alpha / beta) in eV: 3.63 / 3.49

Last column: natural (NBO) charge in e.
Geometry (Å):
C  1.398  0.916  -1.867  -0.61
C  0.002  0.430  -1.702  -0.19
C  -1.120  1.214  -1.269  -0.35
C  -0.118  -0.967  -1.787  -0.23
C  -2.150  0.497  -0.724  -0.21
C  -1.184  -1.656  -1.193  -0.31
C  -2.212  -0.905  -0.588  -0.43
H  2.116  0.390  -2.478  0.19
H  1.810  0.914  -0.810  0.15
H  -1.194  2.290  -1.425  0.18
H  0.607  -1.606  -2.335  0.17
H  -3.108  0.923  -0.499  0.17
H  -1.068  -2.714  -1.327  0.18
H  -3.026  -1.304  0.008  0.18
H  1.425  1.958  -2.218  0.18
C  1.222  -0.302  1.788  -0.10
C  -0.016  0.089  2.606  -0.66
O  2.469  -0.307  2.448  -0.75
H  1.139  -1.290  1.304  0.19
H  1.301  0.409  0.861  0.16
H  0.260  0.122  3.680  0.19
H  2.701  0.572  2.766  0.45
H  -0.815  -0.671  2.554  0.22
H  -0.439  0.996  2.205  0.22

---

# C3H3NO2S

A single C3H3NO2S molecule in a non-equilibrium geometry (ωB97M-V/def2-TZVPD, OMol25).

Properties
F_max in eV/Å: 6.9
Orbital gap (alpha / beta) in eV: 7.51 / 7.51
Electronic energy in a.u.: -719.34561
Energy above the lowest of the compared OMol25 structures with the same formula, charge and spin in kcal/mol: 147.2
Lowest unoccupied orbital energy (alpha / beta) in eV: -2.13 / -2.14
Structure (SMILES): O=C/C=C\[N+]([O-])=S

Last column: natural (NBO) charge in e.
Geometry (Å):
O  -0.545  -2.679  0.747  -0.47
C  -1.272  -1.792  0.291  0.38
C  -0.879  -0.634  -0.392  -0.27
C  -1.286  0.649  -0.328  0.01
N  -2.637  1.255  -0.184  -0.02
O  -2.829  2.378  0.201  -0.33
S  -3.823  0.251  -0.406  0.14
H  -2.211  -1.429  0.982  0.10
H  0.100  -0.816  -0.664  0.23
H  -0.511  1.367  -0.405  0.22

---

# C4H8Cl4

2 unconnected molecules or ions with the total composition C4H8Cl4 in a non-equilibrium geometry (ωB97M-V/def2-TZVPD, OMol25).

Properties
F_max in eV/Å: 1.2
Orbital gap in eV: 11.41
Electronic energy in a.u.: -1997.97127
Energy above the lowest of the compared OMol25 structures with the same formula, charge and spin in kcal/mol: 9.5
Lowest unoccupied orbital energy in eV: 0.48
Structure (SMILES): ClCCCl.ClCCCl

Last column: natural (NBO) charge in e.
Geometry (Å):
Cl  2.181  0.234  -2.820  -0.06
C  2.671  1.156  -1.383  -0.39
C  3.219  2.525  -1.804  -0.38
Cl  4.247  3.078  -0.442  -0.06
H  3.329  0.549  -0.761  0.23
H  1.807  1.315  -0.739  0.21
H  2.411  3.207  -2.071  0.22
H  3.868  2.421  -2.674  0.22
Cl  -4.504  -1.685  3.119  -0.08
C  -2.877  -1.472  2.303  -0.37
C  -2.803  -2.159  0.911  -0.38
Cl  -3.911  -1.492  -0.371  -0.07
H  -2.176  -1.915  3.011  0.23
H  -2.636  -0.414  2.204  0.22
H  -3.034  -3.220  1.008  0.22
H  -1.791  -2.129  0.508  0.22

---

# C25H43Cl2EuN6O4Si

A molecular structure, C25H43Cl2EuN6O4Si in a non-equilibrium geometry (ωB97M-V/def2-TZVPD, OMol25).

Properties
F_max in eV/Å: 3.3
<S²>: 15.759
2S+1: 8
Orbital gap (alpha / beta) in eV: 5.82 / 7.73
Electronic energy in a.u.: -3528.33975
Charge: -1
Lowest unoccupied orbital energy (alpha / beta) in eV: 2.43 / 2.43

Last column: Löwdin charge in e.
Geometry (Å):
C  4.015  -0.502  1.297  -0.05
C  3.399  0.868  1.225  -0.24
H  5.043  -0.481  0.915  0.06
H  3.426  -1.224  0.710  -0.01
H  4.040  -0.873  2.336  0.09
C  4.077  1.990  0.957  -0.14
C  5.507  2.098  0.550  -0.11
H  3.589  2.968  1.021  0.10
H  5.914  1.144  0.199  0.06
H  6.131  2.432  1.391  0.07
H  5.603  2.861  -0.239  0.06
Eu  -0.700  -0.703  -0.516  1.47
Cl  -0.583  -3.309  -2.056  0.13
C  -1.956  2.321  0.873  -0.32
O  -1.739  1.678  -0.167  -0.11
N  -2.716  3.426  1.015  -0.17
C  -3.595  3.895  -0.054  -0.05
C  -2.899  4.104  2.301  -0.08
H  -1.486  1.965  1.821  0.14
H  -3.222  3.469  -0.986  0.08
H  -3.548  4.993  -0.079  0.08
H  -4.640  3.598  0.127  0.07
H  -2.241  3.655  3.052  0.08
H  -3.933  4.035  2.659  0.06
H  -2.642  5.164  2.210  0.08
H  -6.392  -2.481  -0.983  0.09
H  -5.478  -4.293  0.461  0.09
C  -5.472  -2.515  -1.572  -0.03
C  -4.520  -4.276  -0.078  -0.03
N  -4.372  -2.993  -0.754  -0.17
H  -5.251  -1.518  -1.960  0.09
C  -3.208  -2.369  -0.739  -0.43
O  -3.018  -1.230  -1.267  -0.18
H  -3.687  -4.379  0.631  0.09
H  -2.383  -2.895  -0.234  0.05
H  -5.668  -3.219  -2.393  0.09
H  -4.510  -5.091  -0.827  0.10
H  3.152  0.222  -1.379  0.08
H  3.367  3.062  -1.579  0.08
C  2.689  0.372  -2.366  -0.02
C  2.819  2.846  -2.512  -0.05
N  1.987  1.649  -2.377  -0.18
H  1.973  -0.433  -2.564  0.08
C  0.639  1.693  -2.448  -0.30
O  -0.101  0.679  -2.443  -0.16
H  2.190  3.708  -2.754  0.09
H  0.237  2.715  -2.439  0.14
H  3.487  0.387  -3.123  0.09
H  3.585  2.701  -3.292  0.09
O  1.250  0.181  0.502  -0.39
C  1.884  0.914  1.478  -0.43
C  1.203  3.206  0.540  -0.06
C  1.363  2.354  1.633  -0.19
H  1.343  2.770  -0.455  0.08
C  0.884  4.548  0.732  -0.08
H  1.771  0.433  2.473  0.13
C  1.185  2.827  2.933  -0.04
H  0.836  5.219  -0.129  0.10
C  0.615  5.000  2.025  -0.12
C  0.797  4.156  3.129  -0.10
H  1.335  2.147  3.783  0.12
H  0.293  6.034  2.171  0.09
H  0.634  4.533  4.143  0.10
Si  1.054  -4.741  -1.142  -0.13
Cl  2.194  -3.114  -0.386  0.29
C  1.196  -5.274  -3.033  -0.31
C  -0.103  -5.315  0.237  -0.27
C  2.218  -6.386  -0.873  -0.29
H  1.406  -4.428  -3.729  0.01
H  0.246  -5.755  -3.309  0.01
H  1.994  -6.031  -3.186  0.00
H  3.047  -6.425  -1.594  -0.01
H  1.636  -7.304  -1.058  0.02
H  2.675  -6.495  0.122  0.00
H  -0.674  -4.496  0.699  0.00
H  0.495  -5.825  1.012  0.02
H  -0.810  -6.055  -0.151  0.03
N  -1.991  -1.107  1.594  0.01
C  -3.028  -0.589  1.865  -0.39
N  -4.182  -0.144  2.208  0.07
C  -4.589  1.091  2.122  -0.38
N  -5.088  2.157  2.074  0.09

---

# C17H37GaNO4

A molecular structure, C17H37GaNO4 in a non-equilibrium geometry (ωB97M-V/def2-TZVPD, OMol25).

Properties
F_max in eV/Å: 1.5
Orbital gap in eV: 7.26
Electronic energy in a.u.: -2950.34973
Charge: -1
Lowest unoccupied orbital energy in eV: 2.60

Last column: natural (NBO) charge in e.
Geometry (Å):
C  -3.659  -3.633  -2.121  -0.63
C  -3.153  -2.210  -1.902  0.10
O  -4.290  -1.339  -2.198  -0.76
C  -2.596  -1.996  -0.513  -0.91
Ga  -0.774  -2.822  -0.064  1.11
C  -0.274  -4.474  -1.183  -0.88
C  -0.092  -4.398  -2.704  -0.41
C  1.019  -3.442  -3.166  -0.22
N  0.496  -2.179  -3.719  -0.85
C  0.720  -1.408  -0.216  -0.92
C  0.530  -0.188  0.629  0.10
C  1.105  -0.038  1.979  -0.15
O  -0.289  -0.217  1.809  -0.53
H  -3.455  -4.005  -3.127  0.20
H  -3.202  -4.319  -1.409  0.22
H  -4.742  -3.634  -1.979  0.21
H  -2.394  -1.973  -2.659  0.13
H  -3.940  -0.517  -2.536  0.46
H  -2.576  -0.920  -0.304  0.20
H  -3.308  -2.430  0.201  0.20
H  -0.815  -3.341  1.470  -0.35
H  0.662  -4.857  -0.753  0.19
H  -1.036  -5.232  -0.968  0.19
H  0.132  -5.392  -3.114  0.17
H  -1.028  -4.095  -3.188  0.18
H  1.684  -3.241  -2.320  0.18
H  1.621  -3.930  -3.940  0.16
H  0.965  -1.386  -3.303  0.35
H  -0.481  -2.090  -3.470  0.35
H  1.651  -1.914  0.063  0.20
H  0.835  -1.064  -1.246  0.19
H  0.432  0.753  0.072  0.16
H  1.427  0.989  2.120  0.16
H  1.644  -0.901  2.353  0.18
C  -2.227  2.972  4.574  -0.43
C  -1.098  2.171  3.928  -0.44
C  -0.726  3.063  2.756  -0.06
O  -0.979  4.412  3.182  -0.55
C  -1.733  4.401  4.390  -0.06
H  -2.400  2.721  5.621  0.21
H  -3.159  2.816  4.026  0.20
H  -0.254  2.084  4.617  0.19
H  -1.378  1.170  3.608  0.26
H  -1.337  2.843  1.876  0.18
H  0.324  2.977  2.475  0.18
H  -1.086  4.701  5.224  0.15
H  -2.540  5.132  4.304  0.17
C  4.228  3.757  -0.227  -0.43
C  3.494  3.744  -1.568  -0.43
C  3.072  2.282  -1.667  -0.06
O  2.859  1.841  -0.330  -0.53
C  3.374  2.795  0.592  -0.07
H  4.296  4.746  0.226  0.21
H  5.239  3.362  -0.346  0.20
H  2.616  4.391  -1.523  0.20
H  4.110  4.061  -2.409  0.21
H  3.859  1.674  -2.128  0.16
H  2.151  2.134  -2.233  0.19
H  2.541  3.325  1.071  0.16
H  3.934  2.266  1.364  0.18

---

# C4H11N2S

A molecular structure, C4H11N2S in a non-equilibrium geometry (ωB97M-V/def2-TZVPD, OMol25).

Properties
F_max in eV/Å: 5.2
Orbital gap in eV: 10.22
Electronic energy in a.u.: -666.39425
Charge: +1
Energy above the lowest of the compared OMol25 structures with the same formula, charge and spin in kcal/mol: 46.3
Lowest unoccupied orbital energy in eV: -3.20

Last column: natural (NBO) charge in e.
Geometry (Å):
C  1.299  -0.782  0.398  0.00
C  -2.519  0.463  0.998  -0.69
C  3.514  0.970  -0.265  -0.71
C  -2.723  -0.583  -0.093  0.27
N  0.698  -0.214  -0.574  -0.73
N  -1.833  -1.170  -0.781  -0.64
S  2.814  -0.249  0.981  0.35
H  -3.205  1.190  0.867  0.26
H  -1.507  0.986  0.937  0.24
H  -2.929  0.136  1.866  0.27
H  3.090  0.942  -1.189  0.22
H  4.494  0.751  -0.490  0.25
H  3.417  1.988  -0.006  0.24
H  -3.658  -0.884  -0.419  0.19
H  0.855  0.708  -0.927  0.40
H  -0.615  -0.687  -0.612  0.42
H  -2.057  -1.844  -1.498  0.42
H  0.865  -1.721  0.808  0.24

---

# C5H13N2

A single C5H13N2 molecule in a non-equilibrium geometry (ωB97M-V/def2-TZVPD, OMol25).

Properties
F_max in eV/Å: 4.2
<S²>: 0.750
2S+1: 2
Orbital gap (alpha / beta) in eV: 4.41 / 8.81
Electronic energy in a.u.: -307.64703
Energy above the lowest of the compared OMol25 structures with the same formula, charge and spin in kcal/mol: 64.1
Lowest unoccupied orbital energy (alpha / beta) in eV: 0.88 / 0.83

Last column: natural (NBO) charge in e.
Geometry (Å):
C  1.435  0.650  0.980  -0.31
C  0.277  1.459  0.522  -0.47
C  -0.903  0.564  0.224  -0.33
C  -0.797  -0.458  -0.649  0.04
N  -1.780  -1.359  -0.923  -0.61
C  -1.578  -2.291  -1.987  -0.41
N  2.624  1.390  1.638  -1.11
H  1.337  -0.189  1.673  0.22
H  1.997  0.066  0.200  0.21
H  -0.100  2.121  1.293  0.23
H  0.629  2.043  -0.358  0.22
H  -1.865  0.925  0.576  0.21
H  0.059  -0.607  -1.291  0.19
H  -2.616  -1.425  -0.377  0.40
H  -1.071  -1.824  -2.849  0.19
H  -0.932  -3.177  -1.782  0.18
H  -2.484  -2.714  -2.415  0.21
H  2.284  2.301  2.037  0.35
H  3.421  1.731  1.060  0.30
H  3.102  0.793  2.353  0.30

---

# C5H10N2

A single C5H10N2 molecule in a non-equilibrium geometry (ωB97M-V/def2-TZVPD, OMol25).

Properties
F_max in eV/Å: 2.4
Orbital gap in eV: 10.27
Electronic energy in a.u.: -305.90383
Energy above the lowest of the compared OMol25 structures with the same formula, charge and spin in kcal/mol: 75.3
Lowest unoccupied orbital energy in eV: 1.17
Structure (SMILES): C[C@H]1N[C@H]1[C@H]1CN1

Last column: natural (NBO) charge in e.
Geometry (Å):
C  -1.961  -0.273  0.178  -0.65
C  -1.079  -0.247  -1.063  -0.07
N  -0.191  0.914  -1.398  -0.70
C  0.371  -0.300  -0.878  -0.05
C  0.964  -0.510  0.481  -0.11
C  2.191  0.202  0.884  -0.26
N  0.896  0.545  1.480  -0.58
H  -2.999  0.006  -0.032  0.21
H  -1.591  0.364  0.989  0.22
H  -1.970  -1.300  0.568  0.22
H  -1.519  -0.653  -1.961  0.19
H  -0.872  1.597  -1.178  0.41
H  0.902  -0.827  -1.678  0.21
H  0.791  -1.516  0.867  0.21
H  2.898  -0.278  1.556  0.20
H  2.628  0.898  0.171  0.20
H  0.540  1.378  1.012  0.35